ORCA calculation (wB97M-V/def2-TZVPD) on C28H21I2N4O8RuSSe as an isolated structure at a distorted geometry.

As for the HOMO energy (alpha / beta): -2.99 / -3.09 eV. Its energy is -5390.496581 hartree. As for the expectation value of S²: 0.839.

```
! wB97M-V def2-TZVPD RIJCOSX def2/J DEFGRID3
* xyz -2 2
Ru -1.282 0.567 0.130
I -2.636 -2.501 -6.218
C -1.698 -1.309 -4.750
C -1.979 0.041 -4.707
C -1.383 0.796 -3.729
I -1.752 2.835 -3.582
C -0.517 0.253 -2.748
O -0.042 0.958 -1.805
C -0.203 -1.138 -2.901
C 0.756 -1.719 -1.906
N 0.302 -1.524 -0.536
C 1.290 -1.994 0.413
C 0.816 -1.754 1.818
C 0.709 -2.798 2.730
C 0.251 -2.530 4.008
C -0.066 -1.222 4.332
C 0.073 -0.247 3.356
N 0.496 -0.498 2.124
C -0.811 -1.904 -3.868
H -2.674 0.495 -5.399
H 1.723 -1.202 -1.998
H 0.914 -2.795 -2.121
H -0.589 -2.009 -0.411
H 2.210 -1.421 0.235
H 1.524 -3.069 0.274
H 0.950 -3.809 2.434
H 0.135 -3.328 4.728
H -0.432 -0.963 5.314
H -0.168 0.785 3.578
H -0.613 -2.968 -3.928
O -0.700 7.054 3.499
C -0.188 6.007 3.876
O 0.350 5.690 4.937
C -0.208 4.829 2.814
C 0.678 3.768 2.952
C 0.614 2.711 2.061
N -0.300 2.650 1.099
C -1.106 3.692 0.931
C -1.094 4.813 1.752
C -2.027 3.614 -0.316
O -2.402 4.665 -0.810
O -2.240 2.442 -0.690
H 1.392 3.778 3.759
H 1.306 1.883 2.106
H -1.759 5.640 1.554
Se -3.022 -3.361 2.348
C -2.558 -1.744 1.925
N -2.177 -0.660 1.738
C -6.399 -5.378 -2.949
C -5.849 -4.044 -2.536
C -5.533 -3.082 -3.486
C -4.968 -1.880 -3.094
C -4.728 -1.630 -1.758
C -5.072 -2.562 -0.801
C -5.638 -3.764 -1.190
S -3.640 -0.255 -1.357
O -4.000 0.294 -0.064
O -3.739 0.630 -2.490
O -2.374 -1.030 -1.291
H -6.177 -5.576 -3.995
H -7.480 -5.404 -2.812
H -5.962 -6.170 -2.343
H -5.700 -3.287 -4.536
H -4.688 -1.121 -3.806
H -4.867 -2.341 0.235
H -5.893 -4.511 -0.450
*
```


ORCA calculation (wB97M-V/def2-TZVPD) on C21H35BF2GeN2Si3W as an isolated structure at a distorted geometry.

As for the HOMO energy (alpha / beta): -17.01 / -17.60 eV. As for the energy above the lowest of the compared OMol25 structures with the same formula, charge and spin: 0.000 eV. Its energy is -4166.964232 hartree. As for the expectation value of S²: 3.812.

```
! wB97M-V def2-TZVPD RIJCOSX def2/J DEFGRID3
* xyz 3 4
W -0.747 -0.333 -0.699
C -2.570 -3.432 -3.372
C -2.409 -2.439 -2.409
N -1.263 -1.771 -2.248
C -0.215 -2.075 -3.078
C -0.294 -3.054 -4.062
C -1.516 -3.745 -4.193
C 0.843 -3.297 -4.908
C 1.968 -2.565 -4.771
C 2.058 -1.535 -3.771
C 3.185 -0.700 -3.626
C 3.185 0.290 -2.672
C 2.082 0.426 -1.835
N 1.008 -0.362 -1.923
C 0.981 -1.316 -2.918
H -3.523 -3.934 -3.459
H -3.229 -2.175 -1.756
H -1.618 -4.516 -4.949
H 0.772 -4.067 -5.666
H 2.820 -2.733 -5.418
H 4.041 -0.835 -4.278
H 4.024 0.962 -2.557
H 2.062 1.190 -1.071
C -0.592 3.158 3.862
Si -0.833 3.379 2.046
C -2.585 3.502 1.493
C 0.373 4.500 1.226
Ge -0.015 1.167 1.237
Si -1.916 -0.797 1.499
C -3.187 -0.322 0.230
C -1.233 -2.511 1.212
C -2.137 -0.386 3.267
Si 2.145 0.162 2.080
C 3.298 1.579 1.804
C 1.702 -0.122 3.847
C 2.576 -1.406 1.189
H -0.921 4.065 4.382
H 0.459 3.012 4.117
H -1.180 2.332 4.266
H -2.963 4.508 1.706
H -3.221 2.803 2.041
H -2.704 3.347 0.419
H 0.075 5.539 1.406
H 0.404 4.362 0.145
H 1.376 4.376 1.641
H -2.938 -0.229 -0.849
H -3.600 0.648 0.508
H -3.961 -1.097 0.264
H -0.471 -2.670 0.434
H -2.056 -3.192 0.971
H -0.769 -2.830 2.149
H -2.601 0.589 3.425
H -1.188 -0.425 3.805
H -2.796 -1.140 3.714
H 3.181 2.318 2.601
H 3.171 2.095 0.851
H 4.331 1.217 1.844
H 1.268 0.751 4.336
H 2.640 -0.350 4.370
H 1.043 -0.981 3.986
H 2.161 -1.485 0.185
H 2.241 -2.269 1.770
H 3.662 -1.487 1.089
F -2.398 1.950 -1.936
B -1.191 1.690 -1.466
F -0.294 2.670 -1.525
*
```


ORCA calculation (wB97M-V/def2-TZVPD) on an isolated ion of composition C2H9N4O and charge +1 at a distorted geometry.

As for the HOMO energy: -12.96 eV. As for the SMILES: N/C=[NH+]/[C@H](O)NN. As for the energy above the lowest of the compared OMol25 structures with the same formula, charge and spin: 5.134 eV. Its energy is -375.508850 hartree.

```
! wB97M-V def2-TZVPD RIJCOSX def2/J DEFGRID3
* xyz 1 1
N -0.729 0.730 -2.245
C -0.064 0.275 -1.239
N -0.109 0.672 0.000
C 0.603 0.168 1.279
O 1.946 0.660 1.015
N 0.053 -1.148 1.619
N -0.291 -2.284 0.581
H -0.982 1.731 -2.157
H -0.472 0.635 -3.240
H 0.630 -0.578 -1.482
H -0.420 1.635 0.194
H 0.264 0.762 2.250
H 2.713 0.019 1.047
H 0.367 -1.783 2.317
H -0.853 -2.755 1.291
H -0.975 -1.972 0.035
*
```


ORCA calculation (wB97M-V/def2-TZVPD) on a single C13H15F2N3OS molecule at a distorted geometry.

As for the HOMO energy: -8.44 eV. As for the SMILES: O=C(CN1CCSCC1)N/N=C/c1ccc(F)c(F)c1. As for the energy above the lowest of the compared OMol25 structures with the same formula, charge and spin: 0.076 eV. Its energy is -1341.775778 hartree.

```
! wB97M-V def2-TZVPD RIJCOSX def2/J DEFGRID3
* xyz 0 1
O 2.989 -0.419 2.140
C 1.969 -0.554 1.504
C 1.815 -1.441 0.277
N 2.843 -1.238 -0.723
C 4.161 -1.711 -0.330
C 5.050 -1.863 -1.554
S 5.377 -0.247 -2.319
C 3.629 0.194 -2.537
C 2.889 0.130 -1.211
N 0.852 0.160 1.865
N -0.321 0.077 1.237
C -1.322 0.739 1.665
C -2.608 0.664 1.006
C -2.799 -0.137 -0.123
C -4.031 -0.205 -0.738
C -5.093 0.528 -0.233
F -6.291 0.460 -0.831
C -4.915 1.328 0.890
F -5.941 2.039 1.383
C -3.682 1.399 1.508
H 0.841 -1.254 -0.180
H 1.857 -2.484 0.605
H 4.045 -2.691 0.142
H 4.643 -1.035 0.392
H 6.019 -2.277 -1.282
H 4.573 -2.496 -2.303
H 3.612 1.203 -2.945
H 3.193 -0.503 -3.254
H 1.861 0.474 -1.364
H 3.380 0.807 -0.492
H 0.948 0.761 2.691
H -1.251 1.384 2.548
H -1.964 -0.703 -0.503
H -4.191 -0.820 -1.610
H -3.572 2.027 2.378
*
```